[1]
Molecular formula: C19H21CoN7O3S4
Method: DFT, ωB97M-V with the def2-TZVPD basis set

Computed properties:
<S²>: 0.759
Net charge: 0
Multiplicity: 2
HOMO level (alpha / beta): -6.5 / -6.5 eV
E_LUMO (alpha / beta): -0.183 / -0.185 eV

Last column: Löwdin spin population.
Geometry (Å):
Co 0.352 -0.055 1.816  0.94
O -1.541 6.426 0.931  0.00
C -1.258 5.265 1.050  0.00
S -1.279 4.385 2.585  0.00
C -0.734 2.835 1.964  0.00
C -0.504 2.763 0.642  0.01
S 0.085 1.338 -0.186  0.05
S -0.776 4.217 -0.299  0.00
S -0.530 1.549 3.140  -0.02
N 2.192 0.480 2.294  0.00
C 3.001 0.176 1.106  0.00
C 4.519 0.352 1.250  0.00
C 5.078 1.482 0.374  0.00
C 5.316 1.069 -1.083  0.00
N 4.239 0.272 -1.659  0.00
C 3.048 0.762 -1.990  0.00
N 2.053 -0.088 -2.269  0.00
N 2.816 2.077 -2.100  0.00
C 2.513 -1.188 0.567  0.00
O 3.241 -1.833 -0.206  0.00
O 1.327 -1.498 0.891  0.00
H 2.197 1.463 2.554  0.00
H 2.497 -0.057 3.101  0.01
H 2.613 0.882 0.366  0.00
H 5.018 -0.590 1.012  0.00
H 4.747 0.573 2.295  0.00
H 6.031 1.835 0.771  0.00
H 4.393 2.335 0.424  0.00
H 6.207 0.444 -1.140  0.00
H 5.513 1.935 -1.719  0.00
H 4.177 -0.691 -1.311  0.00
H 2.179 -1.040 -1.944  0.00
H 1.113 0.287 -2.175  0.00
H 3.496 2.713 -1.720  0.00
H 1.846 2.358 -1.975  0.00
N -7.853 -3.116 -4.050  0.00
C -7.059 -2.899 -3.249  0.00
C -6.064 -2.629 -2.248  0.00
C -6.440 -2.486 -0.915  0.00
C -5.483 -2.223 0.047  0.00
C -4.149 -2.119 -0.321  0.00
C -3.766 -2.268 -1.648  0.00
C -4.725 -2.513 -2.613  0.00
N -3.166 -1.857 0.664  0.00
C -3.138 -2.342 1.956  0.00
C -2.033 -1.805 2.530  0.01
N -1.391 -0.998 1.620  0.00
C -2.088 -1.051 0.512  0.00
H -7.483 -2.567 -0.640  0.00
H -5.772 -2.076 1.079  0.00
H -2.720 -2.210 -1.917  0.00
H -4.439 -2.631 -3.649  0.00
H -3.878 -3.029 2.324  0.00
H -1.668 -1.931 3.534  0.00
H -1.870 -0.480 -0.375  0.00

Force components x, y, z for each atom (eV/Å):
-0.274 -0.250 0.149
-0.018 0.033 -0.004
0.012 -0.048 0.005
0.003 0.019 0.009
0.004 -0.021 -0.069
-0.027 -0.012 0.102
0.053 0.127 -0.191
0.010 0.011 -0.015
-0.042 0.083 0.127
0.077 0.038 -0.026
0.006 -0.082 -0.014
0.002 -0.034 -0.009
-0.049 0.032 0.014
0.024 -0.011 0.029
-0.037 -0.007 -0.048
-0.054 0.012 -0.057
-0.045 0.069 0.082
-0.031 0.020 0.016
0.018 0.010 0.037
-0.001 0.014 0.003
0.032 -0.009 -0.007
0.008 0.009 -0.027
0.033 0.047 0.023
0.012 0.020 0.004
0.005 0.004 0.008
-0.005 0.008 0.002
0.006 -0.005 -0.009
0.016 0.008 0.015
0.000 -0.003 -0.004
0.004 -0.005 0.009
0.029 -0.019 -0.001
-0.015 -0.015 -0.013
0.083 -0.044 -0.058
-0.001 -0.004 -0.023
0.050 -0.011 0.018
-0.005 -0.004 -0.002
-0.013 0.002 -0.021
0.014 0.004 0.026
0.006 0.000 -0.006
0.011 0.001 0.006
-0.016 -0.009 -0.019
0.001 0.002 0.007
0.000 0.000 0.004
-0.001 0.027 -0.033
-0.005 -0.002 0.027
0.004 0.049 0.085
0.126 -0.061 -0.218
-0.019 0.030 0.077
-0.002 0.000 -0.002
-0.002 0.000 0.000
-0.001 -0.002 -0.004
-0.002 -0.001 -0.002
0.002 -0.002 0.008
0.016 -0.009 -0.005
-0.002 -0.012 -0.009

[2]
Molecular formula: C6H16OS2
Method: DFT, ωB97M-V with the def2-TZVPD basis set

Computed properties:
Net charge: 0
HOMO level: -8.1 eV
E_LUMO: 0.691 eV
Structure (SMILES): CCCSSCCC.O

Last column: Löwdin charge in e.
Geometry (Å):
C -0.954 -1.936 -1.186  -0.34
C -0.890 -1.598 0.296  -0.11
C -1.397 -0.831 -2.142  -0.55
S -0.223 0.525 -2.328  0.48
S -0.090 2.117 -1.140  0.46
C 0.736 2.053 0.534  -0.48
C -0.348 1.607 1.613  -0.32
C 0.440 0.914 2.756  -0.12
H -1.562 -2.830 -1.270  0.10
H 0.064 -2.240 -1.517  0.10
H -0.728 -0.517 0.394  0.02
H -0.331 -2.285 0.921  0.08
H -1.895 -1.644 0.715  0.08
H -2.416 -0.421 -1.879  0.09
H -1.535 -1.351 -3.087  0.07
H 0.976 3.090 0.692  0.06
H 1.568 1.386 0.533  0.05
H -0.794 2.502 2.069  0.10
H -1.194 1.081 1.172  0.06
H 1.313 1.464 3.073  0.07
H 0.781 -0.083 2.354  0.08
H -0.244 0.655 3.553  0.06
H 2.832 -1.332 -1.999  0.04
H 3.234 0.110 -1.790  0.03
O 2.657 -0.435 -2.336  -0.11

Force components x, y, z for each atom (eV/Å):
1.408 -0.552 0.329
-1.534 1.024 -0.250
-2.186 0.078 1.940
1.342 -0.948 -1.539
-0.720 1.445 0.773
-3.058 -1.238 -0.248
1.885 1.373 0.581
-1.069 -2.037 -1.629
-0.318 -0.114 -0.466
-0.490 0.145 0.090
1.051 -0.589 0.296
0.640 0.320 -0.135
-0.408 -0.261 -0.030
0.880 -0.446 -0.093
0.377 0.694 -0.583
0.489 0.326 -0.071
0.728 -0.279 0.001
0.061 0.058 -0.384
0.395 -0.318 0.199
0.024 0.324 0.218
-0.016 0.888 0.429
0.118 0.218 0.561
-0.163 0.389 -0.269
-0.024 0.140 -0.095
0.589 -0.641 0.376

[3]
Molecular formula: C3H7N3S
Method: DFT, ωB97M-V with the def2-TZVPD basis set

Computed properties:
Net charge: 0
HOMO level: -8.9 eV
E_LUMO: 0.322 eV
Structure (SMILES): [H]/N=C\N(C)NC=S

Last column: Löwdin charge in e.
Geometry (Å):
C 0.268 -1.150 -0.884  -0.08
C 1.235 1.476 0.662  -0.78
C -1.441 -0.001 0.306  -0.29
H 1.362 -1.344 -0.745  0.10
H -0.290 -2.087 -0.944  0.09
H 0.129 -0.645 -1.927  0.12
H 1.284 -0.237 1.808  0.18
H 0.622 1.927 -0.175  0.10
H -1.719 0.664 1.176  0.14
H -2.036 -0.699 -1.373  0.01
N -0.137 -0.383 0.234  -0.22
N 0.718 0.319 1.090  -0.05
N -2.398 -0.217 -0.551  0.08
S 2.405 2.375 1.323  0.61

Force components x, y, z for each atom (eV/Å):
1.945 0.029 -2.035
-0.957 1.800 -0.965
-2.976 1.251 -0.301
-0.958 -0.107 -0.366
0.145 0.005 0.221
0.240 -0.427 1.785
-1.250 0.979 -1.408
0.678 -0.765 0.652
0.627 -1.007 -0.742
-0.134 -0.201 -0.020
-0.853 0.552 1.226
1.417 -2.047 0.558
1.736 0.197 1.172
0.340 -0.260 0.222

- What is the net charge in the second record?
  0